This record from the Open Molecules 2025 dataset describes a 4-piece molecular cluster, C6H19NO3 overall in a non-equilibrium geometry. The level of theory is ωB97M-V/def2-TZVPD.

## Properties
* HOMO level: -9.19 eV
* total charge: 0
* E: -14159.7206 eV
* LUMO level: 0.46 eV
* largest force on an atom: 6.04 eV/Å

Geometry as XYZ:
```
29
C6H19NO3, DFT ωB97M-V/def2-TZVPD
C 0.16 1.45 0.15
C -1.20 1.57 0.65
C -1.75 0.39 1.35
C -2.26 -0.93 0.52
C -2.60 -0.46 -0.84
C -2.02 -0.71 -2.10
N 1.15 2.29 0.80
H 0.49 0.30 0.08
H 0.34 1.68 -0.93
H -2.09 1.83 -0.14
H -1.31 2.45 1.30
H -0.94 0.07 2.02
H -2.56 0.58 2.10
H -3.10 -1.31 1.11
H -1.56 -1.70 0.50
H -3.65 -0.13 -0.80
H -2.56 -0.18 -2.94
H -1.12 -1.20 -2.35
H 1.11 3.34 0.64
H 1.14 2.02 1.85
H 3.09 -0.69 1.33
H 4.17 -1.00 0.33
O 3.99 -0.94 1.33
H 1.31 -3.63 1.53
H 2.03 -2.75 0.59
O 1.16 -3.23 0.71
H 2.22 0.18 -3.35
H 3.28 0.76 -2.50
O 3.09 -0.05 -2.95
```

natural (NBO) population analysis, charges in e, atoms 1 to 5: C -0.238; C -0.454; C -0.383; C -0.459; C -0.166

=====

This record from the Open Molecules 2025 dataset describes C19H22N2Os as an isolated structure in a non-equilibrium geometry. The level of theory is ωB97M-V/def2-TZVPD.

## Properties
* HOMO level (spin up / spin down): -14.13 / -14.92 eV
* total charge: +2
* E: -25486.5807 eV
* LUMO level (spin up / spin down): -7.42 / -10.96 eV
* largest force on an atom: 3.09 eV/Å
* <S²>: 6.037
* spin multiplicity: 5

Geometry as XYZ:
```
44
C19H22N2Os, DFT ωB97M-V/def2-TZVPD
C 0.78 -4.92 2.75
C -0.70 -5.27 2.57
H 1.40 -5.44 2.01
H 1.11 -5.27 3.73
H 1.01 -3.85 2.69
H -1.16 -4.86 1.68
H -0.78 -6.37 2.52
H -1.28 -4.96 3.44
C 2.58 0.25 -1.41
C 3.35 0.91 -2.35
C 2.76 1.54 -3.45
C 1.39 1.50 -3.60
H 2.95 -0.29 -0.54
H 4.43 0.93 -2.21
H 3.35 2.07 -4.19
H 0.81 1.94 -4.42
N 1.23 0.22 -1.55
C 0.64 0.84 -2.61
C -0.79 0.81 -2.55
N -1.24 0.23 -1.40
C -2.59 0.10 -1.24
C -3.01 1.26 -3.33
C -3.47 0.61 -2.18
H -2.89 -0.43 -0.34
H -4.53 0.50 -1.99
C -1.65 1.35 -3.51
H -1.19 1.84 -4.36
H -3.70 1.70 -4.06
Os 0.09 -0.33 0.11
C -1.18 -1.25 1.28
H -1.66 -2.09 0.74
H -1.95 -0.59 1.71
H -0.57 -1.69 2.10
C 0.79 3.57 2.86
C 1.15 3.59 1.52
C 0.90 2.48 0.70
C 0.31 1.31 1.22
C -0.05 1.32 2.58
C 0.18 2.44 3.39
H 0.96 4.45 3.50
H 1.64 4.47 1.11
H 1.17 2.52 -0.34
H -0.50 0.43 2.99
H -0.13 2.43 4.43
```

natural (NBO) population analysis, charges in e, atoms 1 to 5: C -0.607; C -0.610; H 0.211; H 0.221; H 0.172

=====

This record from the Open Molecules 2025 dataset describes a 6-piece molecular cluster, C26H58O18 overall in a non-equilibrium geometry. The level of theory is ωB97M-V/def2-TZVPD.

## Properties
* HOMO level: -1.71 eV
* total charge: -2
* E: -64749.3166 eV
* LUMO level: 3.13 eV
* largest force on an atom: 6.41 eV/Å

Geometry as XYZ:
```
102
C26H58O18, DFT ωB97M-V/def2-TZVPD
O -5.92 -1.75 -3.80
C -4.64 -1.97 -3.95
O -4.28 -3.17 -3.88
O -3.89 -1.00 -3.98
H -5.70 -0.81 -3.75
O -0.82 2.20 -1.09
C 0.35 1.71 -0.59
O 1.05 2.46 0.10
O 0.66 0.50 -0.82
H -0.91 1.35 -1.51
C 4.94 -7.47 7.72
O 4.67 -7.28 6.28
C 5.30 -6.08 5.85
C 4.84 -5.68 4.39
O 3.64 -4.87 4.21
C 2.44 -5.45 4.75
C 1.25 -4.58 4.23
O 1.26 -3.20 4.68
C 0.06 -2.52 4.32
H 4.27 -6.78 8.22
H 5.99 -7.26 7.92
H 4.78 -8.52 7.97
H 6.38 -6.20 5.83
H 5.28 -5.26 6.56
H 4.83 -6.52 3.69
H 5.62 -5.00 4.05
H 2.52 -5.36 5.84
H 2.31 -6.51 4.52
H 0.30 -5.02 4.53
H 1.38 -4.55 3.14
H -0.26 -2.69 3.30
H 0.39 -1.50 4.54
H -0.82 -2.68 4.95
C 7.77 1.92 0.92
O 6.68 2.62 1.42
C 6.90 3.96 1.59
C 5.84 4.63 2.42
O 5.65 3.92 3.65
C 4.82 4.70 4.45
C 4.42 3.93 5.74
O 3.67 2.71 5.40
C 3.34 1.95 6.54
H 8.10 2.38 -0.02
H 7.61 0.85 0.76
H 8.60 1.98 1.61
H 6.95 4.50 0.64
H 7.85 4.25 2.04
H 4.89 4.78 1.92
H 6.14 5.67 2.59
H 3.86 4.95 4.01
H 5.33 5.64 4.65
H 3.71 4.56 6.28
H 5.26 3.65 6.37
H 2.93 0.99 6.24
H 2.66 2.51 7.18
H 4.25 1.69 7.07
C -5.23 5.07 2.07
O -6.28 4.20 2.19
C -6.25 3.08 1.34
C -6.59 3.36 -0.16
O -7.99 3.41 -0.22
C -8.52 3.72 -1.50
C -10.00 3.52 -1.55
O -10.49 2.17 -1.25
C -10.18 1.18 -2.18
H -5.22 5.70 1.18
H -4.25 4.61 2.15
H -5.30 5.72 2.94
H -6.94 2.36 1.78
H -5.23 2.73 1.47
H -6.21 2.54 -0.77
H -6.18 4.31 -0.52
H -7.97 3.24 -2.31
H -8.33 4.78 -1.63
H -10.51 3.94 -2.42
H -10.50 4.00 -0.70
H -10.77 1.33 -3.09
H -10.42 0.17 -1.85
H -9.12 1.18 -2.45
C 3.39 -0.27 -5.63
O 2.43 -0.60 -6.57
C 1.51 0.47 -6.73
C 0.65 0.20 -7.98
O -0.11 -0.99 -7.85
C -0.98 -1.27 -8.99
C -1.84 -2.48 -8.62
O -1.11 -3.70 -8.22
C -1.84 -4.87 -7.98
H 4.23 -0.96 -5.64
H 2.93 -0.36 -4.65
H 3.80 0.73 -5.75
H 2.01 1.42 -6.92
H 0.87 0.51 -5.85
H 1.13 0.17 -8.96
H -0.03 1.05 -7.93
H -0.36 -1.56 -9.83
H -1.62 -0.44 -9.27
H -2.52 -2.69 -9.45
H -2.46 -2.18 -7.78
H -2.33 -4.89 -7.00
H -1.18 -5.73 -7.92
H -2.62 -5.17 -8.68
```

Löwdin population analysis, charges in e, atoms 1 to 5: O 0.052; C -0.979; O -0.092; O -0.049; H 0.070

=====

This record from the Open Molecules 2025 dataset describes C4H8N3S2 as an isolated structure in a non-equilibrium geometry. The level of theory is ωB97M-V/def2-TZVPD.

## Properties
* HOMO level (spin up / spin down): -13.32 / -12.88 eV
* total charge: +1
* E: -30408.4930 eV
* LUMO level (spin up / spin down): -7.42 / -5.71 eV
* largest force on an atom: 3.69 eV/Å

Geometry as XYZ:
```
17
C4H8N3S2, DFT ωB97M-V/def2-TZVPD
C -0.29 -0.34 0.36
C 1.08 1.33 -0.36
C -2.60 -1.13 -0.22
C -1.57 -0.95 0.96
N -0.05 0.93 0.33
N 1.76 0.34 -1.01
N 1.41 2.56 -0.44
S 1.05 -1.05 -0.73
S 3.93 -1.32 0.52
H -2.38 -1.98 -0.82
H -2.65 -0.08 -0.48
H -3.46 -1.51 0.31
H -1.38 -1.78 1.61
H -1.90 -0.16 1.55
H 0.83 3.24 0.11
H 4.07 -1.02 -0.68
H 2.16 2.93 -1.02
```

natural (NBO) population analysis, charges in e, atoms 1 to 5: C 0.223; C 0.571; C -0.606; C -0.443; N -0.487

=====

This record from the Open Molecules 2025 dataset describes a 8-piece molecular cluster, C28H78N6O8 overall in a non-equilibrium geometry. The level of theory is ωB97M-V/def2-TZVPD.

## Properties
* HOMO level: -9.01 eV
* total charge: 0
* E: -55618.8849 eV
* LUMO level: 0.60 eV
* largest force on an atom: 1.21 eV/Å

Geometry as XYZ:
```
120
C28H78N6O8, DFT ωB97M-V/def2-TZVPD
C -1.17 0.04 -0.34
C 0.10 0.63 0.27
C 1.27 -0.35 0.17
O 0.95 -1.57 0.82
C 0.87 -2.66 -0.06
N 0.48 1.88 -0.37
H -2.01 0.71 -0.12
H -1.46 -0.92 0.10
H -1.04 -0.11 -1.41
H -0.09 0.80 1.34
H 2.14 0.11 0.67
H 1.54 -0.51 -0.88
H 1.80 -2.82 -0.62
H 0.07 -2.53 -0.80
H 0.68 -3.57 0.52
H 0.97 1.70 -1.24
H -0.33 2.46 -0.55
C 3.83 0.49 -2.54
C 2.88 0.48 -3.70
C 2.40 1.89 -4.02
O 1.55 2.35 -3.03
C 0.90 3.56 -3.39
N 3.53 -0.15 -4.85
H 4.18 -0.51 -2.27
H 3.40 0.94 -1.64
H 4.71 1.10 -2.80
H 2.00 -0.11 -3.40
H 1.94 1.91 -5.02
H 3.31 2.52 -4.13
H 0.21 3.82 -2.58
H 0.29 3.42 -4.29
H 1.61 4.38 -3.49
H 3.05 0.09 -5.71
H 4.45 0.28 -4.93
C 2.22 1.09 5.15
C 1.24 -0.02 5.44
C 0.63 -0.54 4.16
O -0.38 -1.46 4.46
C -0.81 -2.17 3.33
N 1.91 -1.09 6.21
H 2.76 1.39 6.04
H 1.70 1.97 4.75
H 2.95 0.80 4.38
H 0.43 0.35 6.08
H 1.44 -0.99 3.55
H 0.24 0.30 3.55
H -1.06 -1.52 2.49
H -1.68 -2.76 3.62
H -0.04 -2.88 2.98
H 1.41 -1.96 6.08
H 2.84 -1.24 5.83
C -0.77 -1.84 -3.98
C -0.76 -0.94 -5.22
C -0.90 0.52 -4.78
O -2.17 0.61 -4.15
C -2.42 1.88 -3.63
N 0.48 -1.12 -6.03
H -0.69 -2.90 -4.25
H -1.69 -1.73 -3.42
H 0.09 -1.62 -3.34
H -1.61 -1.14 -5.87
H -0.86 1.23 -5.61
H -0.13 0.79 -4.04
H -1.65 2.19 -2.92
H -3.37 1.85 -3.11
H -2.47 2.64 -4.43
H 1.23 -1.43 -5.42
H 0.30 -1.93 -6.62
C 2.54 3.74 2.85
C 1.13 4.25 2.58
C 0.83 5.54 3.31
O 1.10 5.35 4.67
C 0.99 6.54 5.41
N 0.80 4.39 1.16
H 3.27 4.41 2.39
H 2.69 2.75 2.41
H 2.71 3.72 3.93
H 0.44 3.51 3.02
H -0.23 5.80 3.16
H 1.43 6.37 2.90
H 1.59 7.34 4.95
H 1.32 6.31 6.42
H -0.05 6.90 5.44
H 1.11 3.59 0.61
H 1.32 5.19 0.79
C 1.51 -6.59 -0.17
C 0.43 -7.12 -1.07
C -0.44 -5.98 -1.59
O -1.21 -5.32 -0.60
C -2.29 -6.07 -0.10
N 1.01 -7.94 -2.14
H 2.08 -7.38 0.32
H 1.04 -5.97 0.60
H 2.18 -5.93 -0.73
H -0.22 -7.78 -0.49
H -1.10 -6.38 -2.38
H 0.19 -5.21 -2.04
H -2.90 -6.49 -0.91
H -2.90 -5.40 0.50
H -1.98 -6.88 0.57
H 1.55 -7.33 -2.76
H 0.25 -8.26 -2.75
C -4.36 -1.00 1.25
C -4.79 -2.29 1.92
O -5.59 -3.01 0.98
H -3.87 -1.20 0.30
H -3.72 -0.39 1.89
H -5.25 -0.43 0.98
H -5.35 -2.08 2.83
H -3.90 -2.88 2.18
H -5.97 -3.78 1.40
C -3.34 3.53 1.44
C -2.65 4.51 0.50
O -1.84 5.43 1.17
H -3.85 2.76 0.84
H -4.12 4.01 2.04
H -2.62 3.03 2.08
H -3.39 5.07 -0.07
H -2.04 3.91 -0.20
H -0.95 5.03 1.24
```

Löwdin population analysis, charges in e, atoms 1 to 5: C -0.039; C -0.400; C -0.193; O -0.203; C -0.103

=====

This record from the Open Molecules 2025 dataset describes one molecule with the formula C4H5N3O in a non-equilibrium geometry. The level of theory is ωB97M-V/def2-TZVPD.

## Properties
* HOMO level: -10.04 eV
* total charge: 0
* E: -10744.5417 eV
* LUMO level: 1.06 eV
* largest force on an atom: 1.65 eV/Å

Geometry as XYZ:
```
13
C4H5N3O, DFT ωB97M-V/def2-TZVPD
C 0.21 1.81 0.51
C 1.38 1.26 -0.25
C -0.32 -0.47 -0.18
C -1.26 -2.33 -0.36
H -0.02 1.44 1.52
H -0.13 2.81 0.26
H 1.81 1.90 -1.02
H 1.97 0.51 0.28
H -1.98 -3.08 -0.72
N 0.01 0.81 -0.60
N 0.04 -1.14 0.83
N -0.60 -2.36 0.76
O -1.12 -1.16 -1.03
```

natural (NBO) population analysis, charges in e, atoms 1 to 5: C -0.243; C -0.245; C 0.592; C 0.278; H 0.224

=====

Relative energy (zero: lowest compared OMol25 entry of this formula, charge and spin) values (in kJ/mol) by entry order: 324.2; 115.3; 323.3; 238.4; 0.0; 296.5.